Entry 1:
{
  "formula": "C46H42F6Ge2MoN4O10",
  "method": "ωB97M-V/def2-TZVPD",
  "elements": ["Mo", "C", "C", "C", "C", "C", "C", "C", "F", "C", "C", "C", "O", "C", "C", "N", "C", "C", "O", "O", "H", "H", "H", "H", "H", "H", "H", "H", "H", "H", "H", "O", "C", "O", "C", "C", "C", "C", "C", "C", "N", "O", "O", "N", "O", "O", "H", "H", "H", "F", "C", "C", "C", "F", "C", "F", "C", "F", "C", "F", "C", "N", "C", "C", "C", "O", "H", "H", "H", "H", "H", "H", "H", "H", "H", "C", "Ge", "C", "C", "Ge", "C", "C", "C", "C", "C", "C", "C", "C", "C", "C", "C", "C", "H", "H", "H", "H", "H", "H", "H", "H", "H", "H", "H", "H", "H", "H", "H", "H", "H", "H", "H"],
  "positions_angstrom": [[-0.01613, -0.28247, -1.17193], [1.01175, 4.19259, 5.15548], [-0.32555, 3.51907, 4.88324], [-1.52089, 4.44749, 5.01512], [-1.44012, 5.58602, 4.00565], [-1.13908, 5.06563, 2.61964], [-1.38741, 5.83614, 1.50762], [-1.14761, 5.34350, 0.22508], [-1.40317, 6.14187, -0.81501], [-0.68606, 4.07998, 0.00618], [-0.44297, 3.27488, 1.12404], [-0.04127, 1.89758, 0.94526], [0.03332, 1.43278, -0.22520], [0.21997, 1.11870, 2.07438], [0.08014, 1.69792, 3.32392], [-0.32290, 2.94001, 3.50684], [-0.63331, 3.76597, 2.41793], [0.69876, -0.28707, 2.02549], [0.89225, -0.89157, 3.05156], [0.98128, -0.86331, 0.82853], [1.00654, 4.63107, 6.15379], [1.21860, 4.98358, 4.43283], [1.82649, 3.46942, 5.10463], [-0.44785, 2.67288, 5.55631], [-1.55093, 4.83389, 6.03361], [-2.43704, 3.87465, 4.85565], [-0.67773, 6.31060, 4.30156], [-2.38534, 6.12849, 3.97872], [-1.78435, 6.83894, 1.61869], [-0.50274, 3.70698, -0.99471], [0.32437, 1.12585, 4.21068], [-0.56638, 2.21493, -2.88888], [-1.62551, 1.71061, -2.56062], [-1.77176, 0.55235, -1.96985], [-2.90033, 2.48761, -2.74483], [-2.91034, 3.61555, -3.55429], [-4.07097, 4.35543, -3.63575], [-5.21923, 4.03723, -2.93943], [-5.16262, 2.91723, -2.14123], [-4.03442, 2.13140, -2.03400], [-6.36135, 2.54572, -1.34766], [-6.24445, 1.62776, -0.55973], [-7.37544, 3.17794, -1.53525], [-4.08866, 5.56883, -4.49361], [-3.07414, 5.83363, -5.09885], [-5.11354, 6.21535, -4.51810], [-2.02294, 3.91000, -4.09522], [-6.11160, 4.63929, -3.01412], [-4.03691, 1.26088, -1.39713], [2.59467, 0.77772, -2.61407], [1.84527, 0.17007, -3.57154], [0.64907, -0.41180, -3.21965], [-0.05761, -0.97177, -4.26349], [-1.26060, -1.57234, -4.07263], [0.39651, -0.96918, -5.57099], [-0.31911, -1.53582, -6.54460], [1.61065, -0.38081, -5.86863], [2.06965, -0.37480, -7.11664], [2.34571, 0.20043, -4.85432], [3.51888, 0.77535, -5.12477], [-3.16604, -4.29511, -2.33835], [-2.31279, -3.32079, -1.65296], [-2.96612, -2.22936, -0.92554], [-1.01614, -3.24966, -1.89534], [-0.33905, -4.28138, -2.73327], [-0.32987, -2.28989, -1.45762], [-4.08963, -4.40100, -1.77747], [-2.68427, -5.26597, -2.38600], [-3.40052, -3.96022, -3.34949], [-3.96855, -2.54880, -0.65427], [-3.02150, -1.32720, -1.53451], [-2.41188, -2.01077, -0.01506], [-0.67196, -4.16358, -3.76734], [-0.57536, -5.29446, -2.41295], [0.73195, -4.11649, -2.68781], [-0.54553, -3.56036, 3.43469], [0.86583, -4.24289, 2.29937], [0.07993, -5.25720, 0.83356], [2.09854, -5.34920, 3.31656], [2.17472, -2.45064, 1.29600], [3.55939, -1.46154, 2.18748], [4.09963, -0.33315, 1.56910], [5.08907, 0.40684, 2.20414], [5.55281, 0.01706, 3.45411], [5.02446, -1.10762, 4.07385], [4.02438, -1.83952, 3.44602], [2.86435, -2.92435, -0.43776], [3.24845, -4.26045, -0.58973], [3.95404, -4.67343, -1.71801], [4.26677, -3.75252, -2.70852], [3.88940, -2.42088, -2.56704], [3.20857, -2.01099, -1.43295], [-1.08257, -4.41712, 3.84778], [-1.24457, -2.95189, 2.85978], [-0.14444, -2.95911, 4.24788], [0.21778, -6.32573, 1.01118], [0.54487, -5.00888, -0.11838], [-0.98982, -5.04730, 0.77930], [1.53871, -6.13300, 3.83018], [2.62102, -4.75367, 4.06503], [2.83809, -5.81835, 2.66657], [3.76101, -0.02364, 0.58776], [5.50656, 1.27934, 1.71692], [6.33242, 0.58764, 3.94303], [5.38797, -1.41217, 5.04722], [3.60803, -2.70578, 3.94765], [3.00914, -4.99612, 0.17436], [4.25448, -5.70922, -1.82270], [4.81001, -4.06821, -3.59054], [4.14321, -1.69762, -3.33310], [2.95147, -0.96447, -1.33854]],
  "mulliken_spin": [2.79, 0.00, 0.00, 0.00, 0.00, 0.00, 0.00, 0.00, 0.00, 0.01, 0.00, 0.04, 0.10, -0.03, 0.00, 0.01, 0.01, 0.02, 0.01, 0.09, 0.00, 0.00, 0.00, 0.00, 0.00, 0.00, 0.00, 0.00, 0.00, 0.00, 0.00, 0.01, 0.05, -0.02, 0.00, 0.00, 0.00, 0.00, 0.00, 0.00, 0.00, 0.00, 0.00, 0.00, 0.00, 0.00, 0.00, 0.00, 0.00, -0.02, -0.12, 0.01, 0.06, -0.01, -0.02, 0.00, 0.03, 0.00, -0.05, 0.00, 0.00, 0.01, 0.06, 0.00, 0.01, -0.08, 0.00, 0.00, 0.00, 0.00, -0.02, -0.01, 0.00, 0.00, 0.00, 0.00, 0.00, 0.00, 0.00, 0.00, 0.01, 0.00, 0.00, 0.00, 0.00, 0.00, -0.02, 0.00, 0.00, 0.00, 0.03, 0.02, 0.00, 0.00, 0.00, 0.00, 0.00, 0.00, 0.00, 0.00, 0.00, 0.00, 0.00, 0.00, 0.00, 0.00, 0.00, 0.00, 0.00, 0.00, -0.01],
  "charge": 1,
  "e_lumo_ev": [-3.160, -3.335],
  "spin_multiplicity": 4,
  "homo_lumo_gap_ha": [0.261, 0.284]
}


Entry 2:
{
  "formula": "C3H10N2O",
  "method": "ωB97M-V/def2-TZVPD",
  "elements": ["C", "C", "C", "N", "N", "O", "H", "H", "H", "H", "H", "H", "H", "H", "H", "H"],
  "positions_angstrom": [[0.17556, -0.28291, 0.15186], [-0.97931, 1.40300, -0.22712], [1.48746, 0.06291, -0.50486], [-0.35714, -1.53226, -0.37452], [0.24366, -0.24548, 1.58272], [-2.15723, 0.92175, -0.68040], [-1.11712, 0.17100, -0.36712], [-0.41736, -1.55825, -1.38704], [-1.25819, -1.78503, 0.01837], [0.82923, -0.99745, 1.93723], [-0.67161, -0.32750, 2.01234], [-0.32022, 1.91209, -0.94311], [-0.92644, 1.82118, 0.78482], [1.38666, 0.10619, -1.59133], [2.23797, -0.69706, -0.26446], [1.84411, 1.02780, -0.14737]],
  "lowdin_charge": [-0.58, -0.22, -0.06, 0.07, 0.06, -0.18, 0.09, 0.09, 0.09, 0.09, 0.08, 0.10, 0.10, 0.08, 0.08, 0.08],
  "e_above_lowest_ev": 4.583,
  "e_lumo_ev": 0.874,
  "spin_multiplicity": 1,
  "homo_lumo_gap_ha": 0.338
}